Entry 1:
ORCA calculation (ωB97M-V/def2-TZVPD) on the molecule CH4N2O2S at a distorted geometry.

## Properties
Relative energy (zero: lowest compared OMol25 entry of this formula, charge and spin)   3.2023 eV
Energy   -698.55764 Eh
Spin multiplicity   1
SMILES   O=C(NO)NS
Kohn-Sham gap   9.711 eV
LUMO energy   0.36 eV
E_HOMO   -9.356 eV

Geometry as XYZ:
```
10
Properties=species:S:1:pos:R:3:forces:R:3
O -1.319 -0.888 0.094 -2.41 -0.99 0.85
C -0.147 -0.667 0.215 -3.54 6.35 -1.93
N 0.694 -1.579 0.115 1.54 -8.42 1.57
O 2.052 -1.458 0.258 0.40 -1.04 -2.42
N 0.296 0.642 -0.017 3.49 3.45 3.03
S -0.881 1.909 -0.377 0.45 -0.81 2.13
H 0.203 -2.558 0.330 1.93 2.59 -0.50
H 2.226 -1.823 -0.667 1.09 0.98 1.83
H 1.238 1.023 0.656 -3.77 -1.62 -2.85
H -1.478 2.149 0.916 0.82 -0.50 -1.70
```
Positions in Å, forces in eV/Å.

---

Entry 2:
ORCA calculation (ωB97M-V/def2-TZVPD) on a cluster of 9 separate species, C26H58N2O25S4 in total at a distorted geometry.

## Properties
Relative energy (zero: lowest compared OMol25 entry of this formula, charge and spin)   0.7060 eV
Energy   -4608.03937 Eh
Spin multiplicity   1
Kohn-Sham gap   7.542 eV
LUMO energy   -0.04 eV
E_HOMO   -7.584 eV

Geometry as XYZ:
```
115
Properties=species:S:1:pos:R:3:forces:R:3
C -46.985 4.071 -13.957 -1.26 2.30 0.06
N -46.942 2.550 -14.096 -2.07 1.26 1.53
C -46.957 1.860 -12.707 -0.41 -0.25 1.61
C -48.213 2.108 -14.866 0.27 2.57 0.25
C -45.760 2.127 -14.798 3.62 -2.46 -1.74
C -45.408 2.794 -16.137 5.01 1.41 -0.97
O -44.314 1.960 -16.743 -0.92 -1.45 2.64
H -47.935 4.369 -13.375 2.01 -0.78 0.02
H -47.243 4.746 -14.878 0.88 -2.31 0.63
H -45.978 4.452 -13.603 -1.42 -0.63 0.10
H -47.194 0.755 -12.578 0.83 1.11 -1.64
H -47.706 2.235 -12.015 -0.77 0.92 -0.79
H -46.084 2.094 -12.090 0.56 -0.07 -0.99
H -49.146 2.495 -14.377 1.11 -0.10 -0.52
H -48.240 1.093 -14.944 0.05 -3.03 0.53
H -48.069 2.370 -15.915 -0.23 0.86 0.20
H -46.071 1.037 -14.944 1.32 1.02 -0.41
H -44.610 2.158 -14.317 -3.60 0.00 -0.09
H -44.873 3.839 -16.183 -1.30 -1.44 1.48
H -45.922 2.906 -17.006 -3.54 0.06 -1.64
H -43.886 2.316 -17.532 0.03 0.99 -0.76
N -44.267 3.381 -19.584 -2.82 -0.82 4.40
O -44.787 4.421 -18.979 2.04 -1.09 -1.61
O -43.226 2.816 -19.109 0.69 1.33 -0.48
O -45.020 2.674 -20.241 -0.03 0.29 -1.83
O -46.699 -0.020 -6.490 1.26 2.00 -2.11
S -45.907 0.877 -7.389 -1.61 -3.70 6.39
O -45.572 2.164 -6.835 -0.83 0.38 -1.38
O -44.490 0.170 -7.535 -1.71 1.24 -4.86
C -43.809 -0.227 -6.432 1.55 -4.90 -2.01
C -42.380 -0.561 -6.778 -2.80 -0.02 -7.17
C -46.617 0.799 -8.994 3.01 -1.44 0.63
H -44.256 -1.161 -6.168 -0.49 -0.43 1.20
H -43.825 0.456 -5.761 -0.48 4.43 4.89
H -41.986 0.173 -7.555 -0.33 -0.41 1.30
H -42.509 -1.480 -7.476 1.04 0.90 1.71
H -41.794 -0.580 -5.979 2.62 -0.74 3.29
H -46.864 -0.226 -9.314 1.09 0.22 0.29
H -45.717 1.281 -9.349 -0.36 0.27 -2.34
H -47.532 1.254 -9.037 -1.94 2.14 0.14
O -43.600 5.042 -13.868 0.81 -1.07 0.65
S -42.506 4.254 -13.300 -0.14 4.77 -2.72
O -42.638 2.914 -13.016 -0.84 -4.35 0.69
O -41.249 4.378 -14.387 -0.56 1.14 4.99
C -41.636 4.222 -15.689 -2.35 2.12 -2.41
C -40.380 3.814 -16.371 -0.10 -2.11 2.68
C -41.963 5.088 -11.880 -0.52 2.57 -1.43
H -42.041 5.298 -16.176 0.84 -2.85 1.31
H -42.495 3.503 -15.649 0.81 0.32 -1.12
H -40.638 3.540 -17.298 -0.87 -1.28 -3.80
H -39.945 2.890 -15.850 -0.27 1.54 -0.66
H -39.736 4.626 -16.490 1.35 1.12 0.37
H -42.800 5.644 -11.388 0.68 -1.52 0.15
H -41.420 5.910 -12.301 0.43 0.81 -0.51
H -41.184 4.561 -11.440 0.63 -1.32 1.74
O -47.069 5.071 -11.008 1.35 -0.10 0.69
S -45.772 4.996 -10.358 2.19 -0.13 -1.67
O -44.730 4.069 -10.869 -2.17 1.95 0.47
O -45.146 6.557 -10.272 -0.87 -3.01 2.81
C -45.140 7.333 -11.388 1.13 1.23 -4.52
C -44.643 8.767 -11.065 1.71 -2.26 4.11
C -45.975 4.614 -8.677 3.92 -5.30 -0.59
H -46.132 7.592 -11.783 -0.19 -1.10 -0.05
H -44.499 6.727 -12.195 -1.38 1.78 1.16
H -43.425 8.669 -10.840 -3.23 0.45 0.58
H -45.458 9.092 -10.147 3.02 -0.33 -2.46
H -44.564 9.432 -11.866 -0.93 0.92 -1.45
H -45.034 4.416 -7.975 -1.76 0.13 -2.26
H -46.645 3.723 -8.745 0.61 0.70 0.41
H -46.415 5.365 -8.286 -3.60 5.11 2.83
O -48.591 -1.860 -18.513 0.10 0.21 -0.14
S -47.536 -1.169 -17.841 0.80 -0.43 2.64
O -47.757 -0.694 -16.485 -0.60 -0.02 -0.47
O -46.264 -2.157 -17.661 -0.53 -1.01 0.49
C -46.602 -3.398 -16.995 1.52 -5.04 -7.24
C -45.347 -4.440 -17.057 -1.83 -0.27 6.32
C -46.900 0.147 -18.763 -0.26 2.69 4.61
H -47.393 -4.078 -17.561 1.16 2.16 0.37
H -46.905 -3.542 -16.097 -2.08 1.45 6.46
H -45.417 -5.635 -16.747 -0.54 3.48 -0.61
H -44.553 -3.956 -16.475 -0.06 -0.56 0.09
H -45.094 -4.367 -17.972 2.19 -0.10 -6.68
H -47.842 0.746 -18.784 0.99 -0.01 -0.81
H -46.503 -0.252 -19.575 1.18 -1.23 -4.32
H -46.025 0.723 -18.227 -1.86 -1.18 -0.62
C -42.728 -0.665 -14.761 4.02 1.65 -6.36
C -43.676 -1.343 -15.771 1.64 0.66 -1.59
O -44.534 -1.881 -14.840 -2.98 -0.43 0.69
C -44.486 -1.201 -13.710 -3.51 -0.35 2.47
O -45.386 -1.295 -12.869 2.17 0.48 -1.25
O -43.408 -0.425 -13.648 -2.12 0.43 2.60
H -42.292 0.288 -15.299 -0.86 -1.55 1.60
H -41.936 -1.369 -14.652 1.03 -0.33 0.83
H -43.324 -2.290 -16.216 0.77 1.10 -0.52
H -44.022 -0.586 -16.574 -0.41 -1.36 1.52
C -48.833 -2.113 -13.137 -0.21 1.08 -0.41
C -48.717 -1.751 -11.560 1.85 1.33 -5.13
O -49.501 -0.627 -11.421 0.21 0.96 2.34
C -49.981 -0.228 -12.542 -2.34 2.66 -0.54
O -50.793 0.661 -12.607 0.24 0.04 -0.47
O -49.481 -0.861 -13.549 0.41 -1.48 -2.12
H -49.523 -2.952 -13.535 1.27 1.12 1.26
H -47.879 -2.058 -13.718 -0.57 -0.64 0.89
H -47.733 -1.517 -11.280 1.45 -0.11 0.32
H -49.200 -2.358 -10.993 -2.08 -4.92 3.64
C -50.912 0.047 -17.065 -0.70 -2.91 -0.36
C -51.778 0.874 -16.136 -1.58 0.37 -2.73
O -51.292 2.169 -16.376 -0.14 1.06 1.38
C -50.529 2.189 -17.491 -1.47 5.04 1.92
O -50.222 3.211 -18.008 0.47 0.98 -0.55
O -50.160 1.060 -17.817 0.53 -6.82 -1.87
H -51.714 -0.674 -17.649 2.71 1.91 0.53
H -50.128 -0.599 -16.574 -1.03 0.74 -0.50
H -51.782 0.524 -15.152 0.33 0.05 1.78
H -52.840 0.921 -16.521 0.91 -0.47 0.58
```
Positions in Å, forces in eV/Å.

---

Entry 3:
ORCA calculation (ωB97M-V/def2-TZVPD) on the ion C5H10NO2 with charge -1 at a distorted geometry.

## Properties
Relative energy (zero: lowest compared OMol25 entry of this formula, charge and spin)   0.4036 eV
Energy   -401.81198 Eh
Spin multiplicity   1
SMILES   CCCCNC(=O)[O-]
Kohn-Sham gap   7.299 eV
LUMO energy   3.52 eV
E_HOMO   -3.784 eV
Total charge   -1

Geometry as XYZ:
```
18
Properties=species:S:1:pos:R:3:forces:R:3
C -0.701 -2.988 -1.556 -0.79 -0.41 -0.38
C 0.620 -2.426 -1.054 0.03 0.20 0.08
C 0.459 -1.446 0.091 -0.66 1.08 0.45
C -0.393 -0.176 -0.259 0.81 -0.32 -0.27
N 0.338 1.062 -0.133 -0.54 -0.99 -0.04
C 0.014 2.031 0.858 -0.47 0.57 -0.76
O -1.140 1.933 1.337 0.23 -0.15 0.45
O 0.875 2.920 1.006 0.33 0.18 0.39
H -0.907 -4.003 -1.178 0.12 0.35 0.12
H -0.774 -3.083 -2.650 0.21 0.14 0.22
H -1.539 -2.350 -1.251 0.11 -0.13 -0.06
H 1.177 -1.927 -1.852 -0.13 0.02 -0.09
H 1.236 -3.244 -0.727 0.49 -0.46 0.09
H -0.012 -1.875 0.984 0.24 -0.43 -0.19
H 1.410 -1.030 0.409 0.34 -0.30 0.07
H -0.720 -0.291 -1.290 -0.34 -0.03 -0.39
H -1.265 -0.144 0.381 -0.11 0.38 0.01
H 1.235 1.088 -0.586 0.13 0.29 0.30
```
Positions in Å, forces in eV/Å.

---

Entry 4:
ORCA calculation (ωB97M-V/def2-TZVPD) on a cluster of 6 separate species, C34H65Cl10I2N2 in total at a distorted geometry.

## Properties
Energy   -6641.06413 Eh
Spin multiplicity   1
Kohn-Sham gap   7.734 eV
LUMO energy   -3.93 eV
E_HOMO   -11.660 eV
Total charge   +1

Geometry as XYZ:
```
113
Properties=species:S:1:pos:R:3:forces:R:3
C 7.955 1.434 0.166 -0.42 -0.33 0.26
C 7.731 0.005 0.657 0.59 0.26 -0.05
C 8.126 -1.060 -0.371 -0.27 -0.13 0.40
C 6.973 -1.655 -1.172 0.49 0.10 -0.20
C 6.443 -0.754 -2.276 -0.07 -0.35 -0.11
C 5.189 -1.328 -2.938 0.36 0.25 -0.08
C 4.392 -0.295 -3.753 0.36 0.03 0.53
C 2.906 -0.227 -3.443 -0.18 -0.36 -0.56
C 2.126 -1.470 -3.915 0.30 0.26 0.43
C 1.886 -2.501 -2.804 -0.48 0.34 -0.11
C 0.561 -2.241 -2.055 0.82 -0.60 0.32
C 0.621 -2.581 -0.544 -0.85 0.22 -0.54
C -0.359 -1.706 0.279 0.67 -0.67 0.21
C 0.238 -0.791 1.368 -0.64 -0.15 -0.38
C 0.344 0.710 1.001 -0.98 0.64 0.34
C 1.537 1.222 0.196 0.12 -0.09 0.22
C 2.881 0.647 0.561 0.83 0.47 0.31
C 3.952 1.663 0.929 -0.50 -0.31 -1.00
N 3.121 -0.589 0.530 -0.28 -0.49 -0.08
C 0.382 1.357 2.346 1.50 -0.70 -0.55
N -0.714 1.832 2.760 -0.49 0.08 0.14
C -1.791 1.673 1.768 0.06 0.83 0.45
I -3.283 0.322 2.487 0.12 0.16 -0.06
C -1.037 1.271 0.504 -0.63 -0.40 -0.66
C -1.030 2.394 -0.552 -0.98 0.74 0.94
I -3.117 2.573 -1.194 0.18 -0.09 -0.31
C -0.600 3.792 -0.046 0.95 -0.60 -0.59
C 0.455 4.413 -0.966 -0.38 0.21 0.24
H 9.014 1.580 -0.009 0.17 0.16 -0.18
H 7.628 2.155 0.910 0.01 0.17 0.10
H 7.402 1.615 -0.747 0.00 0.20 -0.30
H 8.384 -0.112 1.518 -0.03 -0.12 0.29
H 6.717 -0.142 1.027 -0.20 -0.09 -0.07
H 8.887 -0.640 -1.026 0.07 0.02 -0.25
H 8.611 -1.875 0.159 0.11 -0.18 0.08
H 7.341 -2.568 -1.639 -0.08 -0.21 -0.07
H 6.183 -1.969 -0.491 -0.22 0.05 0.14
H 6.273 0.258 -1.915 -0.17 0.12 0.11
H 7.222 -0.701 -3.034 0.18 0.36 -0.09
H 5.529 -2.113 -3.607 -0.12 -0.39 0.01
H 4.600 -1.801 -2.159 -0.34 0.00 0.04
H 4.843 0.681 -3.573 -0.03 0.20 0.03
H 4.548 -0.487 -4.810 -0.17 -0.01 -0.29
H 2.507 0.664 -3.928 -0.11 0.12 0.00
H 2.740 -0.139 -2.377 0.07 0.26 0.49
H 2.675 -1.910 -4.744 -0.09 -0.13 -0.21
H 1.154 -1.145 -4.272 -0.20 -0.11 -0.34
H 1.874 -3.480 -3.267 -0.01 -0.35 0.13
H 2.678 -2.479 -2.067 0.38 -0.03 0.00
H -0.192 -2.895 -2.480 -0.28 0.31 -0.25
H 0.244 -1.212 -2.221 -0.01 0.25 0.08
H 1.630 -2.579 -0.158 0.23 0.32 0.12
H 0.256 -3.600 -0.457 0.13 -0.25 0.14
H -0.988 -1.166 -0.419 -0.12 0.18 -0.04
H -1.019 -2.384 0.810 -0.26 -0.03 0.10
H 1.178 -1.171 1.741 0.32 -0.02 -0.14
H -0.448 -0.847 2.213 -0.12 0.03 0.13
H 1.617 2.286 0.391 -0.12 0.31 -0.12
H 1.363 1.140 -0.872 0.01 -0.35 -0.23
H 4.903 1.234 0.648 0.44 -0.03 0.33
H 3.919 1.931 1.980 0.06 0.15 0.16
H 3.820 2.535 0.293 0.03 0.36 0.22
H 4.089 -0.773 0.795 0.02 -0.06 -0.07
H 1.319 1.352 2.887 -0.13 0.23 0.58
H -0.858 2.262 3.668 -0.01 -0.13 0.00
H -2.262 2.643 1.661 -0.33 0.00 0.02
H -1.695 0.534 0.064 0.59 -0.65 -0.16
H -0.511 2.107 -1.452 0.15 -0.17 -0.14
H -0.149 3.690 0.939 -0.02 0.00 0.28
H -1.443 4.459 0.043 -0.19 0.18 0.14
H 1.220 3.702 -1.245 0.21 -0.22 -0.04
H -0.001 4.779 -1.880 -0.02 0.11 -0.13
H 0.939 5.234 -0.446 0.07 0.24 -0.14
Cl -2.355 -4.078 -3.270 -0.12 -0.04 -0.04
C -1.979 -5.583 -4.151 -0.09 -0.15 -0.03
C -0.496 -5.807 -4.291 0.04 -0.06 0.02
Cl 0.254 -4.617 -5.387 0.02 0.03 0.01
H -2.462 -5.529 -5.123 0.01 0.08 0.00
H -2.426 -6.400 -3.587 0.05 0.01 0.04
H -0.313 -6.792 -4.718 -0.04 0.01 -0.03
H 0.010 -5.747 -3.329 0.00 0.07 -0.01
Cl -6.461 3.719 -3.253 0.02 -0.04 0.03
C -6.993 4.376 -1.684 0.03 0.09 0.04
C -7.777 3.370 -0.879 0.04 0.01 0.10
Cl -9.362 3.009 -1.605 0.00 -0.03 0.00
H -7.576 5.273 -1.879 -0.04 -0.03 -0.05
H -6.095 4.661 -1.137 0.00 -0.03 0.02
H -7.968 3.768 0.117 -0.01 0.05 -0.02
H -7.234 2.433 -0.780 -0.02 -0.02 -0.07
Cl -2.735 -5.160 5.865 0.02 0.00 -0.05
C -2.306 -3.499 6.343 -0.12 -0.15 -0.06
C -2.493 -2.522 5.214 -0.10 0.14 0.10
Cl -1.313 -2.783 3.896 0.03 -0.04 0.00
H -1.279 -3.508 6.694 0.04 -0.06 -0.06
H -2.954 -3.227 7.173 -0.04 0.02 -0.01
H -2.345 -1.506 5.578 0.06 -0.02 0.03
H -3.491 -2.596 4.787 0.03 -0.09 -0.05
Cl -8.788 5.456 -5.916 0.02 0.05 0.00
C -9.950 4.538 -4.925 0.03 -0.10 0.05
C -11.313 4.469 -5.563 -0.05 -0.08 0.00
Cl -12.124 6.056 -5.588 0.00 0.01 -0.02
H -9.995 5.003 -3.944 -0.01 0.05 -0.03
H -9.545 3.534 -4.810 -0.01 0.00 -0.02
H -11.950 3.795 -4.993 0.02 0.02 0.04
H -11.254 4.107 -6.586 0.02 0.06 -0.02
Cl -1.133 -1.934 8.843 0.10 0.18 0.10
C -1.623 -1.317 10.446 0.05 0.11 0.16
C -2.413 -2.342 11.215 0.00 -0.03 0.09
Cl -4.007 -2.638 10.476 0.00 -0.02 -0.03
H -2.196 -0.406 10.293 -0.04 -0.04 -0.07
H -0.712 -1.066 10.986 0.02 -0.07 -0.02
H -2.589 -1.985 12.228 -0.02 0.05 -0.02
H -1.887 -3.292 11.269 -0.02 -0.01 -0.06
```
Positions in Å, forces in eV/Å.

---

Please write out number 3 again, unchanged.
ORCA calculation (ωB97M-V/def2-TZVPD) on the ion C5H10NO2 with charge -1 at a distorted geometry.

## Properties
Relative energy (zero: lowest compared OMol25 entry of this formula, charge and spin)   0.4036 eV
Energy   -401.81198 Eh
Spin multiplicity   1
SMILES   CCCCNC(=O)[O-]
Kohn-Sham gap   7.299 eV
LUMO energy   3.52 eV
E_HOMO   -3.784 eV
Total charge   -1

Geometry as XYZ:
```
18
Properties=species:S:1:pos:R:3:forces:R:3
C -0.701 -2.988 -1.556 -0.79 -0.41 -0.38
C 0.620 -2.426 -1.054 0.03 0.20 0.08
C 0.459 -1.446 0.091 -0.66 1.08 0.45
C -0.393 -0.176 -0.259 0.81 -0.32 -0.27
N 0.338 1.062 -0.133 -0.54 -0.99 -0.04
C 0.014 2.031 0.858 -0.47 0.57 -0.76
O -1.140 1.933 1.337 0.23 -0.15 0.45
O 0.875 2.920 1.006 0.33 0.18 0.39
H -0.907 -4.003 -1.178 0.12 0.35 0.12
H -0.774 -3.083 -2.650 0.21 0.14 0.22
H -1.539 -2.350 -1.251 0.11 -0.13 -0.06
H 1.177 -1.927 -1.852 -0.13 0.02 -0.09
H 1.236 -3.244 -0.727 0.49 -0.46 0.09
H -0.012 -1.875 0.984 0.24 -0.43 -0.19
H 1.410 -1.030 0.409 0.34 -0.30 0.07
H -0.720 -0.291 -1.290 -0.34 -0.03 -0.39
H -1.265 -0.144 0.381 -0.11 0.38 0.01
H 1.235 1.088 -0.586 0.13 0.29 0.30
```
Positions in Å, forces in eV/Å.

---

What is the E_HOMO in the first record? -9.356 eV